# C23H24N2OS5SiTi

C23H24N2OS5SiTi as an isolated structure (the ωB97M-V functional and the def2-TZVPD basis, the Open Molecules 2025 dataset).

Geometry as XYZ:
```
57
C23H24N2OS5SiTi | the Open Molecules 2025 dataset | the ωB97M-V functional and the def2-TZVPD basis
Ti 0.06471 -0.01548 -0.04036
S -1.44597 1.48219 -1.19317
C -0.39567 2.80867 -1.63936
C -0.46823 3.31966 -2.94149
C 0.33656 4.36645 -3.34988
C 1.24402 4.94360 -2.46869
C 1.31036 4.48042 -1.16726
C 0.50754 3.42099 -0.75216
S 0.48764 2.96422 0.96313
C 2.08580 2.09258 1.29108
C 1.74934 1.01475 2.27817
C 2.42865 0.83954 3.47261
C 1.95543 -0.09074 4.38315
C 0.78390 -0.78075 4.11425
C 0.15897 -0.57878 2.89696
C -1.15394 -1.20885 2.53164
S -2.10761 0.16170 1.74098
C -3.33841 -0.63732 0.74568
C -4.66854 -0.41435 1.09069
C -5.69079 -0.92365 0.31157
C -5.37468 -1.66793 -0.81783
C -4.05517 -1.88327 -1.16724
C -3.00566 -1.36233 -0.40347
S -1.36435 -1.76981 -0.87533
N 0.67023 0.27244 1.99174
H -1.17002 2.86477 -3.62843
H 0.25362 4.74406 -4.36140
H 1.88354 5.75453 -2.79148
H 1.98941 4.93967 -0.45951
H 2.81055 2.79455 1.69325
H 2.43320 1.68340 0.34566
H 3.30164 1.43866 3.69040
H 2.47302 -0.24730 5.32027
H 0.35364 -1.45818 4.83787
H -1.67897 -1.57943 3.40873
H -1.03711 -2.00811 1.79678
H -4.88535 0.17166 1.97489
H -6.72174 -0.73850 0.58180
H -6.16503 -2.07915 -1.43294
H -3.80080 -2.45069 -2.05319
C 3.51355 1.63039 -2.41135
Si 2.26642 0.21483 -2.47687
C 3.19537 -1.41720 -2.36172
C 1.11918 0.19130 -3.96742
O 1.28638 0.44006 -1.17034
H 4.08263 1.70524 -3.34061
H 4.22881 1.46657 -1.60101
H 3.01405 2.58648 -2.24308
H 3.88586 -1.52631 -3.20101
H 2.50545 -2.26334 -2.37892
H 3.77508 -1.48415 -1.43868
H 1.61453 -0.19030 -4.86229
H 0.72994 1.18744 -4.18454
H 0.27007 -0.45698 -3.73739
S 2.66175 -3.95065 0.61023
C 1.79346 -2.63229 0.46522
N 1.15054 -1.64309 0.38572
```

Calculated values
- energy above the lowest of the compared OMol25 structures with the same formula, charge and spin (kJ/mol) = 29.9
- orbital gap (Ha) = 0.2408
- strongest force on any atom (eV Å⁻¹) = 1.757
- HOMO level (eV) = -7.51
- total charge = 0
- DFT total energy (Ha) = -4205.72330


# C23H24N3O8S2

A 2-piece molecular cluster, C23H24N3O8S2 overall (the ωB97M-V functional and the def2-TZVPD basis, the Open Molecules 2025 dataset).

Geometry as XYZ:
```
60
C23H24N3O8S2 | the Open Molecules 2025 dataset | the ωB97M-V functional and the def2-TZVPD basis
C -6.16188 0.27296 1.99310
N -5.10090 0.59470 2.94848
C -5.39392 1.81915 3.67831
C -3.76425 0.24870 2.66445
C -3.15020 0.85178 1.55639
C -1.83175 0.57330 1.27431
C -1.10238 -0.39850 1.98499
C 0.30991 -0.74469 1.68800
C 1.37824 -0.06755 2.21417
C 2.69457 -0.74040 2.32952
O 2.83564 -1.96091 2.32070
N 3.81372 0.08559 2.50092
C 5.10147 -0.55104 2.65630
C 3.76856 1.47226 2.65411
O 4.78279 2.15437 2.78182
N 2.50236 2.06382 2.64367
C 2.50761 3.48461 2.92393
C 1.28286 1.36786 2.59149
O 0.23485 1.97195 2.83662
C -1.77915 -1.09805 3.00502
C -3.05806 -0.74474 3.39410
H -5.87975 -0.57631 1.35841
H -7.07588 0.02133 2.55081
H -6.38835 1.14045 1.34922
H -4.52035 2.12481 4.26534
H -5.66047 2.62998 2.97859
H -6.24843 1.63144 4.34303
H -3.68309 1.58124 0.94236
H -1.34880 1.12873 0.48479
H 0.51064 -1.70610 1.20922
H 5.83944 0.24390 2.73390
H 5.08945 -1.15993 3.56849
H 5.32033 -1.18790 1.79409
H 1.47629 3.82476 3.00913
H 3.05499 3.64891 3.85774
H 3.02671 4.01189 2.11607
H -1.25866 -1.91171 3.50866
H -3.55510 -1.19979 4.25200
C 0.65191 1.10454 -1.01097
O 0.51378 0.71375 -2.40918
C 0.71168 -0.50647 -2.88049
S -0.66095 -1.13891 -3.91938
O -1.38651 -2.20800 -3.26853
O -1.34137 0.01934 -4.48111
C 0.36329 -1.80543 -5.24286
C 1.73213 -1.61410 -5.13987
C 2.59299 -2.06660 -6.14317
C 2.05768 -2.77605 -7.22059
C 0.67667 -2.97431 -7.32089
C -0.18529 -2.46276 -6.34822
S 2.33599 -0.71568 -3.69678
O 2.76212 0.58065 -4.18813
O 3.22451 -1.56516 -2.92151
H 0.39435 2.15786 -1.02841
H -0.05813 0.51425 -0.45428
H 1.66851 0.93675 -0.67573
H 3.66283 -1.86422 -6.04302
H 2.72914 -3.15103 -7.98909
H 0.25721 -3.50841 -8.16944
H -1.27156 -2.57090 -6.41059
```

Calculated values
- energy above the lowest of the compared OMol25 structures with the same formula, charge and spin (kJ/mol) = 0.0
- orbital gap (Ha) = 0.1766
- strongest force on any atom (eV Å⁻¹) = 3.859
- HOMO level (eV) = -3.40
- total charge = -1
- DFT total energy (Ha) = -2453.36064


# C23H24N4OPdS2Te

C23H24N4OPdS2Te as an isolated structure (the ωB97M-V functional and the def2-TZVPD basis, the Open Molecules 2025 dataset).

Geometry as XYZ:
```
56
C23H24N4OPdS2Te | the Open Molecules 2025 dataset | the ωB97M-V functional and the def2-TZVPD basis
Pd -0.79911 -0.30669 0.25000
N 2.01210 3.06934 0.25226
C 1.57050 1.76992 0.17835
S 0.31891 1.44020 -1.01290
N 2.11832 0.89415 0.95739
N 1.51781 -0.33215 0.76504
C 2.22148 -1.34632 0.45614
C 3.70518 -1.39142 0.42315
C 4.37161 -1.84663 -0.71091
C 5.75804 -1.87723 -0.74278
C 6.48563 -1.46736 0.36459
C 5.82499 -1.01780 1.50040
C 4.44081 -0.97234 1.52882
C 1.42680 -2.50768 -0.02194
C 1.92047 -3.80537 -0.01242
C 1.13185 -4.82523 -0.51330
C -0.11780 -4.51839 -1.02600
C -0.54045 -3.20189 -0.98943
N 0.21025 -2.21563 -0.49888
H 1.81898 3.63982 -0.55315
H 2.92772 3.18473 0.65870
H 3.80254 -2.16597 -1.57548
H 6.26899 -2.22131 -1.63255
H 7.56737 -1.49715 0.34315
H 6.39081 -0.69733 2.36547
H 3.92018 -0.60467 2.40193
H 2.90190 -4.00104 0.39589
H 1.48763 -5.84707 -0.50125
H -0.76697 -5.27999 -1.43398
H -1.52108 -2.92321 -1.35040
O -3.74099 0.63674 1.34517
S -2.45707 1.07944 0.78315
C -2.89940 2.25383 -0.51787
C -3.16386 3.54655 0.24500
C -1.97934 3.70232 1.20186
C -1.75642 2.34741 1.87888
H -3.76816 1.81877 -1.00826
H -2.06693 2.35872 -1.20739
H -4.09994 3.46640 0.80047
H -3.24465 4.39240 -0.43772
H -2.15487 4.48148 1.94335
H -1.08444 3.96794 0.63674
H -2.31881 2.22428 2.80445
H -0.70920 2.10786 2.05274
Te -1.58549 -1.85473 2.18824
C -3.19403 -2.86491 1.28919
C -3.78159 -2.43815 0.10218
C -4.82398 -3.15977 -0.46517
C -5.29514 -4.31143 0.14681
C -4.71646 -4.73774 1.33431
C -3.67129 -4.02298 1.90104
H -3.43501 -1.52955 -0.37292
H -5.27411 -2.81229 -1.38723
H -6.10921 -4.87106 -0.29540
H -5.07860 -5.63352 1.82354
H -3.22569 -4.37247 2.82491
```

Calculated values
- energy above the lowest of the compared OMol25 structures with the same formula, charge and spin (kJ/mol) = 84.0
- orbital gap (Ha) = 0.2374
- strongest force on any atom (eV Å⁻¹) = 0.127
- HOMO level (eV) = -6.88
- total charge = 0
- DFT total energy (Ha) = -2377.37211


# C23H24N5O15PmS

C23H24N5O15PmS as an isolated structure (the ωB97M-V functional and the def2-TZVPD basis, the Open Molecules 2025 dataset).

Geometry as XYZ:
```
69
C23H24N5O15PmS | the Open Molecules 2025 dataset | the ωB97M-V functional and the def2-TZVPD basis
Pm 0.50168 -1.32546 1.74167
O 2.65934 -1.46059 5.15740
C 2.71942 -1.32196 3.94214
O 1.88998 -0.44556 3.29608
C 3.64743 -2.16182 3.10071
C 3.79762 -1.40481 1.81790
C 4.96604 -1.99555 1.15740
C 4.49926 -3.34492 0.59015
C 3.06096 -3.39425 1.08027
O 2.67191 -1.83873 0.95955
C 3.11108 -3.58050 2.59656
C 1.71534 -4.25774 2.88429
O 0.79480 -3.39183 2.59834
O 1.60823 -5.46917 3.12022
H 4.61311 -2.23702 3.59399
H 3.82514 -0.31382 1.92999
H 5.80499 -2.11221 1.89734
H 5.37060 -1.32914 0.37838
H 5.10813 -4.18039 0.96811
H 4.55763 -3.36815 -0.50154
H 2.31437 -3.93723 0.50472
H 3.89932 -4.35536 2.72535
O -0.14798 0.00295 -2.37812
C -0.35686 -0.92409 -1.59167
O 0.42263 -1.36340 -0.60070
C -1.65098 -1.66200 -1.55911
C -2.20167 -2.41176 -2.56533
C -3.27271 -3.23517 -2.15463
C -3.55572 -3.47517 -0.80842
C -2.87960 -2.68624 0.11913
C -2.14919 -1.59123 -0.27974
N -2.73986 -3.00203 1.45010
O -3.54058 -3.78960 2.00460
O -1.80184 -2.38170 2.14463
N -3.98565 -3.96766 -3.13627
O -3.94467 -3.51207 -4.24187
O -4.59538 -4.98350 -2.76166
H -1.79757 -2.27540 -3.56302
H -4.30105 -4.18011 -0.47743
H -1.94757 -0.77901 0.40654
C -0.65557 5.56738 -5.09376
C -1.15614 4.51597 -4.12147
S -0.88828 5.10944 -2.42598
O -1.85837 6.09196 -2.08116
O 0.50419 5.37018 -2.23783
C -1.33764 3.59029 -1.49713
C -1.13876 3.95826 -0.01349
N -1.04747 2.74357 0.80174
C 0.05362 2.18848 1.32029
N -0.25941 1.07191 2.06527
C -1.60593 1.05876 2.16534
C -2.15715 2.08946 1.42155
N -3.51277 2.42288 1.40935
O -3.98762 3.24991 0.58400
O -4.16533 1.81136 2.27351
C 1.37916 2.76228 1.17440
H -0.70911 5.21399 -6.14304
H 0.39746 5.80997 -4.85664
H -1.19236 6.54384 -5.06019
H -0.73720 3.50960 -4.28299
H -2.25526 4.40481 -4.10218
H -0.73892 2.75333 -1.83723
H -2.34793 3.25786 -1.74928
H -1.99718 4.55339 0.36023
H -0.25689 4.57916 0.13772
H -2.17796 0.47017 2.88457
H 1.39216 3.78664 1.56419
H 1.67435 2.81554 0.08528
H 2.09218 2.14301 1.70888
```

Calculated values
- spin multiplicity = 5
- energy above the lowest of the compared OMol25 structures with the same formula, charge and spin (kJ/mol) = 0.0
- orbital gap (alpha / beta) (Ha) = 0.2382 / 0.2385
- strongest force on any atom (eV Å⁻¹) = 6.152
- HOMO level (alpha / beta) (eV) = -9.29 / -9.30
- total charge = 0
- DFT total energy (Ha) = -3299.57020